No. 1
ORCA calculation (ωB97M-V with the def2-TZVPD basis set) on a cluster of 2 separate species, C24H47Br2F3N4O5 in total.

Atoms and positions in Å:
C (2.5809, 2.6477, 0.4364)
C (2.0872, 2.0257, -0.9493)
C (2.4395, 0.4397, -0.8934)
N (1.5956, -0.3936, -1.8000)
N (0.5305, -1.0350, -1.1947)
C (0.6901, -2.4431, -0.8350)
C (1.9391, -2.7913, 0.1367)
O (1.5823, -2.7920, 1.5464)
C (2.6289, -3.4171, 2.2708)
C (2.2448, -4.3689, 3.5132)
O (3.8359, -3.2614, 2.0332)
C (-0.3480, -0.2250, -0.3989)
N (-0.1367, -0.0516, 1.0083)
C (-1.1933, -0.5731, 1.9076)
C (-0.6129, -0.4340, 3.4257)
C (-1.6401, -2.0867, 1.7135)
C (-2.9882, -2.3242, 2.5973)
N (-1.3152, 0.4288, -1.0709)
C (-1.5057, 0.2783, -2.5607)
C (-0.6473, 1.3046, -3.4244)
C (-1.2957, 2.7475, -3.6170)
F (-2.7107, 2.8062, -3.4844)
Br (-0.5462, 4.1470, -2.4108)
C (-0.9779, 3.2628, -5.1446)
F (0.3076, 2.9093, -5.5817)
F (-2.0292, 2.7735, -5.9447)
Br (-1.1322, 5.2659, -5.0954)
C (-2.2686, 1.3809, -0.4256)
O (-3.5816, 0.7735, -0.3480)
C (-4.6263, 1.7675, -0.5157)
C (-5.9328, 0.9878, -1.0811)
O (-6.8859, 0.6797, -0.0461)
C (-6.8885, -0.7174, 0.3184)
C (-6.3784, -0.8670, 1.8483)
H (2.1828, 1.9593, 1.2736)
H (3.7228, 2.6903, 0.5159)
H (2.0768, 3.6669, 0.5715)
H (2.7112, 2.4474, -1.8001)
H (0.9651, 2.1576, -1.0830)
H (2.5230, 0.0510, 0.1817)
H (3.5141, 0.3800, -1.3102)
H (2.2278, -1.0661, -2.2692)
H (-0.2733, -2.9497, -0.4635)
H (0.9373, -3.0159, -1.8074)
H (2.2095, -3.8824, -0.1257)
H (2.8717, -2.1845, -0.0894)
H (2.7343, -5.3833, 3.3699)
H (1.1169, -4.4308, 3.6582)
H (2.6764, -3.9463, 4.4924)
H (0.7658, -0.4155, 1.3395)
H (-2.1574, 0.0574, 1.9196)
H (-0.0050, -1.3381, 3.7412)
H (-1.5321, -0.2849, 4.0982)
H (-0.0459, 0.5522, 3.4454)
H (-1.9780, -2.2142, 0.6288)
H (-0.9040, -2.8712, 2.0714)
H (-2.9680, -3.3574, 3.1044)
H (-3.9294, -2.3419, 1.9366)
H (-3.1466, -1.5248, 3.3874)
H (-1.3395, -0.8062, -2.9014)
H (-2.6311, 0.4541, -2.7316)
H (0.4211, 1.4571, -3.0617)
H (-0.5553, 0.8468, -4.4780)
H (-2.2944, 2.3320, -1.0588)
H (-1.9264, 1.7069, 0.6175)
H (-4.3903, 2.5729, -1.2897)
H (-4.8319, 2.2428, 0.5036)
H (-5.6410, 0.1120, -1.7442)
H (-6.4503, 1.7500, -1.7742)
H (-6.2057, -1.3777, -0.3058)
H (-7.9609, -1.1180, 0.2769)
H (-6.0704, -1.9523, 2.0302)
H (-7.1717, -0.5421, 2.5918)
H (-5.4690, -0.1653, 1.9281)
C (6.7595, -0.1754, 0.6672)
C (6.8402, 1.1624, -0.0953)
C (7.9527, 2.0271, 0.5287)
O (5.6721, 1.8054, 0.0600)
H (6.5328, -0.0341, 1.7297)
H (5.9904, -0.8306, 0.2420)
H (7.7164, -0.7131, 0.6061)
H (7.1910, 0.9082, -1.1162)
H (7.7663, 2.2426, 1.5864)
H (8.0566, 2.9818, 0.0027)
H (8.9222, 1.5126, 0.4659)

Atomic forces in eV per Å
C -0.7 -0.1 0.0
C 0.8 -1.4 1.1
C 1.8 1.2 -0.3
N 1.9 1.1 -0.6
N -2.3 -0.5 1.9
C 1.3 -1.6 0.8
C -0.1 -1.3 -1.7
O 1.5 -1.0 0.2
C 3.0 -0.2 1.4
C -0.6 1.0 0.0
O -4.1 -0.3 -0.1
C 1.0 0.4 -0.1
N -1.4 -1.6 -2.4
C -0.8 -0.6 3.0
C -1.2 0.9 -0.8
C -1.8 0.4 0.2
C -0.4 -0.6 -0.4
N 0.3 -0.3 0.7
C -0.9 -0.1 -0.5
C -0.2 -0.1 -0.6
C 0.2 0.1 -1.0
F 2.1 -0.4 -0.1
Br -0.3 -1.6 0.6
C -0.8 0.8 0.6
F -3.0 0.3 0.7
F 2.8 0.5 1.0
Br -0.1 -1.1 -1.7
C -0.2 1.0 0.6
O 1.4 1.3 -0.7
C -1.5 -0.6 -0.2
C 0.0 2.1 -0.2
O 1.1 -1.4 -1.2
C -0.3 -0.8 2.0
C 0.2 0.4 -1.0
H 0.6 1.1 -1.1
H -1.4 -0.1 -0.3
H 0.9 -1.3 -0.1
H -1.2 -0.3 0.9
H 1.4 0.0 0.1
H -0.3 0.5 -1.4
H -1.5 0.0 0.9
H -1.1 0.3 0.3
H 1.4 1.2 -0.4
H -0.3 1.1 1.3
H -0.3 1.6 0.3
H -1.3 -0.5 0.4
H -0.8 1.3 -0.1
H 1.5 -0.2 -0.3
H -0.5 -0.4 -1.7
H -0.3 0.1 -0.7
H 1.6 -0.8 -0.5
H -0.6 1.3 -0.4
H 1.6 -0.5 -0.8
H -0.4 -1.4 0.3
H 0.8 -0.2 1.3
H -0.5 1.3 -0.9
H 0.1 1.7 -0.6
H 1.5 0.2 0.9
H 0.3 -1.1 -0.9
H 0.2 1.8 0.8
H 1.8 -0.1 0.3
H -1.5 -0.4 -0.3
H -0.3 0.7 1.6
H 0.0 -1.4 0.7
H -0.1 -0.7 -1.5
H 0.2 -1.1 1.0
H 0.0 -0.5 -1.5
H -0.2 0.9 1.1
H 0.7 -1.1 1.0
H -0.9 1.1 0.4
H 1.5 0.6 -0.2
H -0.5 1.5 -0.1
H 1.0 -0.4 -1.0
H -1.3 -1.2 0.1
C 0.8 -0.6 -0.1
C -0.2 0.3 1.9
C 0.9 -0.3 -0.2
O -1.4 0.4 -1.0
H -0.1 0.2 -0.2
H 0.0 0.2 0.0
H 0.0 -0.2 0.0
H -0.2 0.1 -0.5
H -0.2 -0.1 -0.1
H -0.2 -0.1 0.0
H 0.1 0.1 0.0

The HOMO energy comes out at -0.173 Ha. The lowest unoccupied orbital energy comes out at -1.28 eV. Its multiplicity is 1.


No. 2
ORCA calculation (ωB97M-V with the def2-TZVPD basis set) on a cluster of 5 separate species, C24H47O10S4 in total.

Atoms and positions in Å:
C (-2.6680, 0.7588, 4.5751)
C (-3.9536, 1.1794, 3.6220)
C (-4.6220, -0.1686, 2.9184)
C (-4.3585, -0.1389, 1.2887)
C (-2.7805, -0.0116, 0.8595)
C (-2.2876, -1.3912, 0.0839)
O (-1.3560, -1.1533, -1.0297)
C (-0.1125, -0.4984, -0.5909)
C (0.7521, 0.2831, -1.7900)
O (0.3944, -0.5064, 0.6486)
H (-2.5809, -0.4204, 4.7341)
H (-1.6772, 1.0749, 4.0195)
H (-2.8002, 1.2845, 5.6151)
H (-4.7276, 1.6862, 4.3519)
H (-5.7839, -0.1772, 3.1629)
H (-4.1921, -1.1673, 3.3878)
H (-4.9193, 0.8012, 0.8361)
H (-4.9014, -1.0983, 0.8554)
H (-2.5541, 0.9708, 0.2519)
H (-2.1034, 0.0606, 1.8400)
H (-3.2787, -1.8401, -0.4075)
H (-1.9229, -2.2377, 0.8420)
H (0.7062, -0.4522, -2.7179)
H (0.2238, 1.2756, -2.1399)
H (1.8800, 0.4338, -1.5165)
C (-6.1180, -5.0764, 3.1387)
C (-5.6678, -5.9098, 4.3376)
C (-4.2222, -5.5244, 4.6472)
S (-4.0260, -3.8366, 4.0953)
O (-3.0852, -3.8183, 2.9950)
O (-3.8869, -2.9707, 5.2491)
C (-5.6708, -3.6527, 3.4348)
H (-7.1997, -5.1346, 2.9869)
H (-5.6276, -5.4427, 2.2288)
H (-6.3039, -5.6799, 5.2010)
H (-5.7568, -6.9828, 4.1410)
H (-4.0107, -5.5833, 5.7179)
H (-3.5145, -6.1468, 4.0928)
H (-5.6487, -3.0162, 2.5486)
H (-6.2939, -3.1975, 4.2105)
C (3.3126, -3.3663, -5.2341)
C (2.6325, -2.7392, -6.4501)
C (2.2703, -1.3013, -6.0823)
S (3.4598, -0.7852, -4.8533)
O (2.7643, -0.5666, -3.6024)
O (4.3443, 0.2061, -5.4324)
C (4.3266, -2.3390, -4.7532)
H (3.7915, -4.3180, -5.4824)
H (2.5688, -3.5551, -4.4508)
H (3.3286, -2.7390, -7.2976)
H (1.7458, -3.3043, -6.7540)
H (2.3312, -0.6371, -6.9481)
H (1.2739, -1.2412, -5.6358)
H (4.6632, -2.5140, -3.7299)
H (5.1855, -2.2872, -5.4290)
C (1.9038, 1.4633, 6.1046)
C (2.0860, 2.6111, 5.1127)
C (0.9954, 3.6420, 5.3987)
S (0.5958, 3.4787, 7.1323)
O (-0.7662, 3.0013, 7.2481)
O (1.0705, 4.6489, 7.8434)
C (1.7003, 2.1197, 7.4620)
H (2.7657, 0.7897, 6.1091)
H (1.0171, 0.8778, 5.8337)
H (3.0725, 3.0673, 5.2599)
H (2.0374, 2.2621, 4.0765)
H (1.3415, 4.6595, 5.2000)
H (0.0896, 3.4371, 4.8214)
H (1.2582, 1.4496, 8.2013)
H (2.6379, 2.5354, 7.8429)
C (5.3402, 3.8604, -6.1239)
C (4.7047, 5.2490, -6.0744)
C (4.1587, 5.5535, -7.4684)
S (3.7670, 3.9749, -8.2074)
O (4.6493, 3.7629, -9.3356)
O (2.3277, 3.8416, -8.3126)
C (4.3380, 2.9739, -6.8482)
H (5.5634, 3.4799, -5.1229)
H (6.2797, 3.9036, -6.6877)
H (3.8827, 5.2483, -5.3483)
H (5.4227, 6.0115, -5.7564)
H (3.2552, 6.1668, -7.4214)
H (4.9096, 6.0437, -8.0941)
H (4.7766, 2.0480, -7.2243)
H (3.4766, 2.7515, -6.2114)

Atomic forces in eV per Å
C -0.6 -0.2 -0.7
C -0.4 -1.6 1.3
C 0.3 1.2 0.5
C -0.8 0.3 0.4
C 0.9 -0.8 1.2
C -2.4 -0.5 1.0
O 3.2 2.0 2.1
C 2.2 0.3 4.1
C -1.3 -1.5 -0.6
O -3.6 -0.3 -7.4
H -0.2 2.2 -0.1
H -1.5 -0.5 1.4
H 0.7 -1.0 -1.9
H 1.1 -1.2 -1.2
H 2.0 -0.1 -0.9
H -0.6 1.8 -1.1
H 1.1 -1.9 1.1
H 1.3 1.6 0.4
H -0.5 -2.2 0.9
H -1.7 0.0 -2.1
H 2.4 0.9 0.6
H -0.4 2.1 -1.6
H 0.1 1.7 2.0
H 1.0 -2.0 1.0
H -2.5 -0.3 -0.2
C -0.1 -0.1 -0.2
C -0.3 -0.3 0.1
C 0.0 -0.7 0.3
S 0.2 1.2 0.2
O -0.1 -0.1 0.5
O 0.3 -0.7 -0.6
C -0.5 0.0 -0.3
H 0.1 0.0 0.0
H -0.1 0.1 0.1
H 0.1 0.0 -0.1
H 0.0 0.1 0.1
H 0.1 0.1 -0.2
H 0.0 0.2 0.0
H 0.2 0.1 0.2
H 0.2 0.0 -0.1
C -0.2 -0.2 0.1
C 0.0 -0.2 -0.3
C -0.5 0.0 -0.5
S 0.2 0.1 0.1
O 0.7 0.1 -0.7
O -0.3 0.0 0.4
C 0.3 -0.5 0.1
H -0.1 0.1 0.1
H 0.1 0.0 -0.1
H -0.1 0.0 0.1
H 0.1 0.1 0.0
H 0.0 0.1 0.3
H 0.2 0.1 0.0
H 0.0 0.2 -0.1
H -0.1 0.1 0.1
C -0.1 -0.3 -0.2
C 0.3 -0.1 -0.2
C 0.1 0.2 -0.7
S -0.5 0.0 0.1
O 0.7 0.5 0.2
O -0.3 -0.2 0.0
C 0.4 -0.5 0.2
H -0.1 0.1 0.0
H 0.1 0.1 0.1
H -0.1 0.0 0.0
H 0.0 0.1 0.2
H -0.2 -0.1 0.2
H 0.0 0.0 0.2
H -0.1 0.2 0.0
H -0.2 0.0 0.0
C 0.2 0.0 0.1
C 0.0 0.1 0.3
C 0.1 0.7 0.2
S -0.3 -0.3 0.1
O -0.4 0.1 0.1
O 0.5 0.0 -0.4
C 0.2 -0.3 0.3
H 0.0 0.0 -0.2
H -0.1 -0.1 0.1
H 0.1 0.0 -0.1
H -0.1 -0.1 -0.1
H 0.1 -0.2 -0.2
H -0.2 -0.2 0.0
H -0.2 0.1 0.0
H 0.1 0.0 -0.2

As for the total charge: -1. The HOMO energy comes out at -0.037 Ha. The lowest unoccupied orbital energy comes out at 1.66 eV. Its multiplicity is 1.


No. 3
ORCA calculation (ωB97M-V with the def2-TZVPD basis set) on a structure of composition C24H48As2F12In2O24.

Atoms and positions in Å:
In (4.6845, 1.0909, -5.5085)
In (-3.7870, -0.7900, 3.9945)
As (-2.1383, 2.5774, -0.7777)
F (-3.3902, -1.8068, 2.2988)
F (-2.1226, 1.8488, 0.8291)
F (-1.9056, 4.0286, 0.2620)
F (-2.0829, 3.7011, -2.1003)
F (-3.5712, 1.7081, -1.2865)
F (-1.0898, 1.4943, -1.4808)
As (2.5153, -5.4861, -11.1416)
F (2.0385, -3.4831, -10.8500)
F (3.9664, -6.0963, -10.5593)
F (3.5233, 1.0614, -4.1519)
F (1.4907, -6.1202, -10.1629)
F (1.8574, -5.5781, -12.5849)
F (4.7470, -0.3519, -6.4901)
C (-8.4095, -2.3934, 4.5101)
O (-7.1123, -1.8006, 4.4044)
C (-6.6304, -1.1227, 5.4185)
O (-5.5593, -0.5682, 5.3225)
O (-7.2475, -1.1230, 6.5874)
C (-6.4968, -0.8077, 7.8177)
H (-8.7905, -2.0642, 3.5750)
H (-8.9297, -1.8607, 5.3136)
H (-8.2984, -3.4701, 4.6215)
H (-5.3911, -0.6156, 7.6671)
H (-6.7156, -1.7002, 8.4375)
H (-6.9532, 0.0827, 8.3273)
C (7.0080, 1.0154, -8.7332)
O (6.7292, 0.8254, -7.3563)
C (7.4728, 0.0046, -6.5680)
O (7.2508, 0.2355, -5.3939)
O (8.4385, -0.7157, -7.1002)
C (9.5395, -1.4050, -6.3079)
H (7.5076, 1.9674, -8.8352)
H (6.0905, 1.1169, -9.3265)
H (7.5511, 0.1208, -9.0491)
H (10.1835, -0.6789, -5.8877)
H (9.9528, -1.9904, -7.1114)
H (9.0858, -2.0219, -5.5865)
C (-3.6832, -5.3845, 2.8162)
O (-3.6406, -3.8873, 3.3577)
C (-3.5866, -3.7412, 4.6330)
O (-3.8811, -2.5985, 5.0958)
O (-3.3121, -4.7468, 5.4510)
C (-3.4890, -4.6263, 6.8906)
H (-3.4242, -6.0760, 3.6109)
H (-3.0033, -5.3137, 1.9966)
H (-4.6749, -5.5040, 2.4428)
H (-3.1698, -5.5694, 7.3168)
H (-4.5230, -4.4016, 7.1665)
H (-2.8262, -3.8356, 7.2576)
C (-4.3593, 3.6085, 2.2010)
O (-5.1100, 3.0210, 3.2256)
C (-4.6689, 1.8901, 3.6856)
O (-4.3454, 0.9510, 2.9355)
O (-4.5818, 1.6119, 4.9401)
C (-4.9250, 2.5329, 6.0002)
H (-4.9717, 4.4334, 1.8524)
H (-4.1578, 2.8653, 1.4376)
H (-3.3827, 3.9200, 2.5415)
H (-5.5214, 1.9569, 6.6574)
H (-5.5584, 3.3489, 5.5805)
H (-4.0098, 2.8709, 6.5762)
C (-2.0905, -0.6127, 8.3166)
O (-2.4002, -0.4631, 6.8586)
C (-1.5952, 0.1497, 5.9476)
O (-1.9965, 0.1377, 4.8110)
O (-0.4896, 0.7330, 6.3979)
C (0.4534, 1.5104, 5.6341)
H (-2.8321, -0.1024, 8.8330)
H (-1.1988, 0.0170, 8.4955)
H (-1.6987, -1.5998, 8.5706)
H (1.4457, 1.2304, 6.0143)
H (0.3469, 2.5719, 5.8633)
H (0.3900, 1.2773, 4.5566)
C (-0.2607, -4.3784, 5.9395)
O (0.1022, -4.0424, 4.6177)
C (-0.1455, -2.7710, 4.2870)
O (-0.4980, -1.9120, 5.0741)
O (0.1234, -2.5952, 2.9875)
C (-0.0924, -1.2409, 2.3654)
H (-0.8517, -5.2802, 5.8736)
H (-0.6474, -3.5192, 6.4581)
H (0.6428, -4.6456, 6.5265)
H (0.4853, -0.4221, 2.7945)
H (-1.1691, -0.9777, 2.4111)
H (0.1601, -1.3643, 1.3298)
C (3.8943, 4.0005, -3.0101)
O (5.1540, 4.5285, -3.7141)
C (5.9362, 3.5768, -4.1374)
O (5.6121, 2.3767, -4.2297)
O (7.0581, 4.0712, -4.4978)
C (8.0971, 3.2355, -5.0084)
H (3.1613, 3.6077, -3.7245)
H (3.6222, 4.8468, -2.4431)
H (4.1359, 3.2103, -2.3665)
H (8.4937, 2.6599, -4.1867)
H (8.9413, 3.8673, -5.3064)
H (7.7473, 2.6866, -5.8938)
C (0.5960, 2.9655, -7.7235)
O (2.0369, 2.6198, -7.1835)
C (3.1730, 2.7944, -7.7974)
O (4.2358, 2.2497, -7.5572)
O (3.1681, 3.9060, -8.5138)
C (2.9950, 3.9572, -9.9199)
H (0.1948, 1.9513, -7.6642)
H (0.5185, 3.2999, -8.7423)
H (0.0571, 3.6551, -7.1120)
H (1.9503, 4.1167, -10.1717)
H (3.3118, 3.0891, -10.4931)
H (3.5205, 4.8724, -10.2723)

Atomic forces in eV per Å
In 3.4 4.5 -1.1
In 0.2 -1.1 -0.6
As -1.6 1.0 0.9
F 0.0 1.6 0.7
F 0.0 -0.4 -1.6
F -0.3 -1.4 -1.7
F -0.2 -1.2 1.0
F 1.3 1.8 1.0
F 0.9 0.2 0.3
As 2.0 7.3 1.5
F 2.0 -5.4 -0.7
F -1.0 0.8 -1.4
F -4.2 -0.2 3.9
F -3.0 -2.1 2.9
F 0.0 -0.7 -2.5
F -0.3 -6.1 -3.7
C -0.3 0.7 0.4
O 1.2 0.9 1.2
C -0.6 -1.3 1.1
O 2.0 0.9 -0.8
O -0.1 -0.1 -0.6
C 0.0 0.3 0.6
H -1.1 -0.5 -0.8
H -0.2 -0.8 -0.2
H -0.3 0.2 0.1
H -1.4 -0.5 -0.2
H 0.5 0.7 -0.2
H 0.3 -0.8 -0.8
C -0.1 -0.6 -0.7
O 0.4 -0.5 -0.3
C 0.7 2.0 0.8
O 0.0 -1.4 0.7
O -0.5 0.3 0.0
C -1.9 0.5 -1.8
H 0.7 0.0 -0.2
H 0.0 -0.3 0.6
H 0.2 0.6 -0.5
H 0.6 0.7 0.3
H 0.6 -0.1 0.1
H -0.5 -0.6 1.0
C 0.4 2.1 0.7
O 0.1 -3.8 0.4
C -0.8 0.7 1.0
O 0.7 -0.7 0.4
O -0.5 0.2 -1.1
C 0.4 0.8 0.1
H 0.1 0.1 -0.2
H 0.6 -0.3 -0.3
H -0.7 0.0 0.0
H -0.1 -0.2 -0.2
H 0.1 -0.1 -0.3
H -0.2 -0.1 -0.1
C 0.5 0.4 -1.8
O -0.4 -0.6 2.6
C 0.0 -0.7 -1.1
O 0.2 0.2 -0.5
O 0.3 1.2 0.9
C 0.3 1.4 0.0
H 0.3 0.0 -0.2
H -0.4 0.1 -0.3
H 0.1 0.4 0.4
H -0.6 -0.6 0.7
H 0.8 -0.4 0.5
H -1.0 -0.2 -1.1
C 3.6 1.2 -2.1
O 1.0 0.3 0.0
C 0.7 -0.2 3.5
O -0.8 0.8 -2.4
O -1.9 -1.0 0.3
C 0.7 -0.3 -0.7
H -1.8 -0.1 1.0
H -0.3 -0.2 -0.1
H -1.1 -0.1 -0.2
H -0.4 -0.2 -0.2
H -0.5 -0.2 -0.2
H -0.1 0.2 0.6
C 1.6 -0.9 1.2
O -0.3 0.9 -0.9
C 0.8 0.4 -0.5
O 0.1 -0.4 -0.6
O -0.2 1.2 0.0
C -1.1 -0.8 0.9
H -0.5 0.1 0.2
H -0.8 0.0 0.0
H -0.2 0.1 -0.6
H 0.3 -0.5 0.3
H 0.6 -0.4 0.1
H 0.3 -0.3 -0.3
C 1.0 0.7 -1.8
O -1.8 -1.5 1.1
C -0.4 0.4 -0.5
O 1.0 1.2 0.4
O 0.8 0.8 -0.2
C 0.8 0.0 -0.5
H 0.3 0.6 0.0
H -0.7 0.9 0.3
H 0.7 -1.1 0.8
H -0.2 -0.8 0.0
H -0.6 0.3 0.0
H 0.1 -0.1 0.6
C 1.5 -1.9 0.1
O -1.6 -0.9 0.3
C -0.8 2.6 -0.1
O -0.2 -1.1 1.3
O 0.2 0.3 -0.8
C 0.0 1.3 -1.3
H -0.3 0.4 0.1
H 0.8 0.2 -0.4
H 0.4 0.4 0.9
H -0.2 0.0 0.2
H 0.5 -0.2 0.4
H -0.2 -0.8 0.3

As for the total charge: +4. The HOMO energy comes out at -0.633 Ha. The lowest unoccupied orbital energy comes out at -13.05 eV. Its multiplicity is 1.